# 1
The following is a quantum chemistry calculation of a structure of composition C19H28NO5Tc in a non-equilibrium geometry, from the OMol25 dataset.

Cartesian coordinates (Å):
O (-0.146, -1.384, -1.899)
C (-0.745, -2.758, -2.294)
C (0.204, -2.970, -3.452)
H (-1.815, -2.674, -2.518)
H (-0.610, -3.510, -1.503)
C (0.801, -1.624, -2.967)
H (-0.120, -2.886, -4.486)
H (0.855, -3.836, -3.320)
C (0.715, -0.678, -4.137)
H (-0.299, -0.340, -4.362)
H (1.038, -1.250, -5.010)
H (1.416, 0.147, -4.050)
C (2.240, -1.822, -2.536)
H (2.291, -2.355, -1.589)
H (2.742, -0.857, -2.474)
H (2.737, -2.450, -3.287)
Tc (0.457, 1.617, 0.259)
C (0.959, 2.335, 2.132)
C (0.182, 1.849, 3.263)
C (0.753, 0.649, 3.730)
H (-0.594, 2.439, 3.744)
C (1.795, 0.269, 2.857)
C (1.938, 1.259, 1.795)
H (2.896, 1.451, 1.310)
H (1.221, 3.383, 2.125)
H (0.405, 0.079, 4.595)
H (2.448, -0.572, 3.089)
C (0.449, 3.733, 0.020)
C (1.696, 3.178, -0.461)
C (1.394, 2.449, -1.673)
H (2.676, 3.264, 0.005)
C (-0.019, 2.557, -1.909)
C (-0.605, 3.361, -0.880)
H (-1.655, 3.643, -0.748)
H (0.276, 4.424, 0.845)
H (2.116, 1.995, -2.356)
H (-0.531, 2.162, -2.790)
O (-2.120, -3.061, 0.139)
C (-1.265, -1.968, 0.617)
C (-1.033, -2.123, 2.118)
H (-1.829, -1.025, 0.441)
H (-0.336, -1.959, 0.060)
C (-2.473, -2.525, 2.505)
H (-0.751, -1.174, 2.597)
H (-0.263, -2.889, 2.366)
C (-3.139, -3.045, 1.184)
H (-3.047, -1.634, 2.828)
H (-2.337, -3.252, 3.302)
H (-3.884, -2.283, 0.877)
H (-3.751, -3.959, 1.238)
O (0.260, 5.706, 3.321)
N (-0.890, 5.357, 3.591)
O (-1.554, 4.448, 3.080)
O (-1.148, 1.108, 0.668)

Values from the calculation:
Charge: +1
Energy above the lowest of the compared OMol25 structures with the same formula, charge and spin (eV): 0.9275
2S+1: 4
HOMO-LUMO gap (alpha / beta) (eV): 6.1 / 6.0
E_tot (eV): -34066.4074



# 2
The following is a quantum chemistry calculation of the ion C5H8IN2 with charge +1 in a non-equilibrium geometry, from the OMol25 dataset.

Cartesian coordinates (Å):
C (0.759, 1.477, -0.080)
C (-0.480, 1.002, 0.098)
C (0.879, -1.910, -0.233)
C (-0.712, -0.307, 0.854)
C (-1.585, 1.841, -0.387)
N (-0.125, -1.349, 0.062)
N (1.674, -2.822, -0.613)
I (2.492, 0.702, 0.866)
H (0.852, 2.331, -0.722)
H (-0.312, -0.456, 1.896)
H (-1.694, -0.455, 1.058)
H (-2.084, 2.323, 0.584)
H (-2.523, 1.302, -0.876)
H (-1.270, 2.596, -0.962)
H (1.884, -3.668, -0.104)
H (2.244, -2.606, -1.443)

Values from the calculation:
Charge: +1
Energy above the lowest of the compared OMol25 structures with the same formula, charge and spin (eV): 2.6187
2S+1: 3
HOMO-LUMO gap (alpha / beta) (eV): 5.5 / 7.3
E_tot (eV): -16382.4746